Entry i
Molecular formula: C15H40O5
Method: DFT, ωB97M-V with the def2-TZVPD basis set

The SMILES is CC(C)O.CC(C)O.CC(C)O.CC(C)O.CC(C)O. For the HOMO energy, the calculation gives -10.0 eV. The gap between HOMO and LUMO comes out at 10.56 eV.

Element x y z (Å)
1 C 36.90 28.85 27.80
2 C 37.41 29.11 29.29
3 C 37.42 27.92 30.22
4 O 38.68 29.84 29.27
5 H 36.80 29.78 27.47
6 H 35.97 28.34 27.94
7 H 37.65 28.24 27.33
8 H 36.64 29.88 29.67
9 H 36.34 27.57 30.52
10 H 37.75 28.05 31.16
11 H 38.01 27.08 29.93
12 H 38.62 30.51 29.88
13 C 40.01 29.91 32.21
14 C 40.34 31.34 32.12
15 C 41.62 31.64 31.48
16 O 39.38 32.00 31.30
17 H 40.64 29.51 32.85
18 H 40.07 29.31 31.28
19 H 39.11 29.81 32.69
20 H 40.17 31.84 33.15
21 H 41.62 32.80 31.04
22 H 41.99 31.06 30.69
23 H 42.41 31.64 32.02
24 H 39.14 32.80 31.55
25 C 42.05 28.50 28.80
26 C 41.23 27.14 28.85
27 C 40.57 26.90 27.48
28 O 42.02 26.00 29.08
29 H 41.45 29.34 28.55
30 H 42.78 28.71 28.07
31 H 42.52 28.66 29.64
32 H 40.51 27.29 29.69
33 H 39.54 26.38 27.64
34 H 41.25 26.32 26.78
35 H 40.33 27.80 26.88
36 H 41.42 25.31 29.08
37 C 40.67 25.72 32.64
38 C 40.22 24.52 31.76
39 C 40.45 23.22 32.49
40 O 38.81 24.57 31.50
41 H 39.91 25.99 33.34
42 H 40.47 26.62 31.88
43 H 41.52 25.94 33.11
44 H 40.88 24.60 30.80
45 H 41.49 22.94 32.78
46 H 40.28 22.29 31.92
47 H 39.83 23.13 33.37
48 H 38.39 24.20 30.63
49 C 32.95 29.05 30.54
50 C 33.83 29.25 31.78
51 C 33.41 30.26 32.75
52 O 33.80 28.05 32.56
53 H 32.83 29.83 29.85
54 H 31.95 28.49 30.97
55 H 33.28 28.33 29.77
56 H 34.89 29.36 31.42
57 H 33.82 30.14 33.68
58 H 32.31 30.28 32.93
59 H 33.36 31.28 32.25
60 H 34.52 28.04 33.32

Entry ii
Molecular formula: C15H40O5
Method: DFT, ωB97M-V with the def2-TZVPD basis set

The SMILES is CC(C)O.CC(C)O.CC(C)O.CC(C)O.CC(C)O. For the HOMO energy, the calculation gives -10.1 eV. The gap between HOMO and LUMO comes out at 10.69 eV.

Element x y z (Å)
1 C -1.08 -7.30 -0.25
2 C -1.55 -8.58 0.41
3 C -2.87 -8.36 1.21
4 O -1.71 -9.64 -0.49
5 H -0.49 -7.49 -1.14
6 H -0.36 -6.81 0.40
7 H -1.80 -6.49 -0.37
8 H -0.84 -8.80 1.20
9 H -3.63 -7.85 0.62
10 H -2.78 -7.86 2.17
11 H -3.35 -9.33 1.38
12 H -1.43 -10.36 0.08
13 C -5.23 2.48 -1.41
14 C -4.57 3.67 -0.61
15 C -5.62 4.51 0.11
16 O -3.64 3.04 0.34
17 H -6.12 2.10 -0.93
18 H -4.60 1.59 -1.46
19 H -5.58 2.94 -2.33
20 H -3.91 4.22 -1.27
21 H -5.73 4.18 1.14
22 H -6.58 4.52 -0.41
23 H -5.08 5.46 0.10
24 H -3.40 3.81 0.86
25 C 1.88 6.30 -5.59
26 C 3.16 6.24 -6.42
27 C 3.71 4.83 -6.52
28 O 2.98 6.78 -7.71
29 H 1.23 5.72 -6.24
30 H 1.58 7.35 -5.52
31 H 2.01 5.85 -4.61
32 H 3.91 6.82 -5.87
33 H 4.16 4.71 -7.50
34 H 2.92 4.09 -6.53
35 H 4.49 4.53 -5.81
36 H 2.33 6.15 -8.05
37 C 1.16 -1.09 -0.53
38 C 1.74 0.13 0.08
39 C 2.18 1.22 -0.86
40 O 0.89 0.74 0.98
41 H 1.95 -1.59 -1.10
42 H 0.31 -0.90 -1.19
43 H 0.79 -1.81 0.20
44 H 2.63 -0.13 0.65
45 H 2.88 0.82 -1.59
46 H 2.81 1.93 -0.33
47 H 1.34 1.75 -1.31
48 H 0.01 0.69 0.60
49 C 3.22 -2.03 6.12
50 C 2.08 -1.13 6.59
51 C 2.05 -0.84 8.09
52 O 2.09 0.14 5.94
53 H 4.04 -2.11 6.84
54 H 3.57 -1.81 5.11
55 H 2.93 -3.07 6.00
56 H 1.12 -1.55 6.29
57 H 2.92 -0.22 8.30
58 H 2.13 -1.74 8.70
59 H 1.12 -0.36 8.37
60 H 1.65 -0.07 5.10

Entry iii
Molecular formula: C15H40O5
Method: DFT, ωB97M-V with the def2-TZVPD basis set

The SMILES is CC(C)O.CC(C)O.CC(C)O.CC(C)O.CC(C)O. For the HOMO energy, the calculation gives -9.3 eV. The gap between HOMO and LUMO comes out at 9.72 eV.

Element x y z (Å)
1 C -0.66 1.28 -1.24
2 C -0.28 0.14 -0.30
3 C 1.09 0.15 0.39
4 O -1.19 0.37 0.76
5 H -0.02 2.14 -1.00
6 H -1.66 1.68 -1.09
7 H -0.49 0.99 -2.28
8 H -0.46 -0.83 -0.75
9 H 1.15 -0.78 0.96
10 H 1.20 0.95 1.12
11 H 1.80 0.33 -0.42
12 H -0.64 0.72 1.45
13 C -3.45 -1.52 -0.93
14 C -2.71 -2.54 -1.82
15 C -1.22 -2.43 -1.42
16 O -3.20 -3.85 -1.51
17 H -3.51 -0.61 -1.52
18 H -3.20 -1.32 0.11
19 H -4.50 -1.79 -0.91
20 H -2.99 -2.40 -2.86
21 H -0.70 -1.48 -1.47
22 H -0.69 -3.12 -2.08
23 H -1.17 -2.78 -0.39
24 H -4.12 -3.95 -1.76
25 C 2.68 -1.74 0.98
26 C 2.51 -1.11 2.41
27 C 3.63 -1.59 3.49
28 O 2.72 0.25 2.18
29 H 1.86 -1.69 0.27
30 H 2.86 -2.81 1.02
31 H 3.52 -1.33 0.42
32 H 1.54 -1.38 2.80
33 H 4.65 -1.38 3.17
34 H 3.72 -2.63 3.83
35 H 3.33 -1.13 4.43
36 H 2.54 0.85 2.90
37 C -4.94 0.77 -0.44
38 C -4.04 1.33 0.70
39 C -3.10 2.43 0.26
40 O -5.00 1.94 1.53
41 H -5.41 -0.10 0.01
42 H -4.33 0.40 -1.26
43 H -5.70 1.49 -0.75
44 H -3.41 0.56 1.15
45 H -2.33 2.54 1.03
46 H -3.56 3.41 0.16
47 H -2.48 2.16 -0.59
48 H -4.50 2.62 1.97
49 C 4.49 2.48 -0.45
50 C 3.74 1.48 -1.56
51 C 3.49 0.15 -0.88
52 O 2.45 1.95 -1.98
53 H 3.73 2.64 0.31
54 H 4.87 3.44 -0.82
55 H 5.17 1.96 0.22
56 H 4.40 1.57 -2.42
57 H 3.08 -0.58 -1.58
58 H 2.76 0.17 -0.07
59 H 4.43 -0.33 -0.59
60 H 2.26 1.88 -2.92

Most stable to least stable: entry ii, entry i, entry iii

Entry i
Molecular formula: C15H40O5
Method: DFT, ωB97M-V with the def2-TZVPD basis set

The SMILES is CC(C)O.CC(C)O.CC(C)O.CC(C)O.CC(C)O. For the HOMO energy, the calculation gives -9.4 eV. The gap between HOMO and LUMO comes out at 10.10 eV.

Element x y z (Å)
1 C 6.71 -1.21 0.39
2 C 5.31 -1.08 -0.30
3 C 4.20 -1.41 0.66
4 O 5.12 0.24 -0.82
5 H 7.06 -2.22 0.61
6 H 6.85 -0.73 1.36
7 H 7.50 -0.61 -0.09
8 H 5.23 -1.62 -1.25
9 H 4.31 -2.45 0.96
10 H 3.22 -1.31 0.19
11 H 4.18 -0.87 1.60
12 H 5.90 0.74 -1.04
13 C 0.92 -4.38 2.22
14 C -0.57 -4.63 1.73
15 C -1.29 -5.71 2.56
16 O -1.20 -3.42 1.93
17 H 1.45 -3.74 1.52
18 H 1.38 -5.37 2.25
19 H 1.07 -4.00 3.23
20 H -0.45 -4.93 0.69
21 H -1.37 -5.41 3.61
22 H -0.88 -6.70 2.35
23 H -2.33 -5.65 2.26
24 H -1.16 -3.20 2.86
25 C -4.27 -1.29 0.16
26 C -4.63 -0.91 -1.27
27 C -5.38 0.43 -1.38
28 O -3.50 -0.92 -1.99
29 H -3.80 -2.27 0.13
30 H -5.21 -1.59 0.62
31 H -3.65 -0.49 0.57
32 H -5.16 -1.73 -1.75
33 H -6.47 0.42 -1.37
34 H -5.16 0.84 -2.36
35 H -4.98 1.16 -0.67
36 H -2.76 -0.64 -1.46
37 C 0.23 4.86 -1.35
38 C 0.17 6.39 -1.52
39 C -0.84 6.79 -2.62
40 O -0.09 6.95 -0.26
41 H -0.70 4.40 -1.00
42 H 1.00 4.63 -0.62
43 H 0.47 4.27 -2.23
44 H 1.10 6.79 -1.93
45 H -1.82 6.43 -2.32
46 H -0.61 6.27 -3.55
47 H -0.80 7.86 -2.82
48 H -1.02 7.18 -0.16
49 C -0.85 1.20 -0.74
50 C -0.12 0.06 -0.23
51 C 0.42 0.17 1.24
52 O -1.05 -1.00 -0.12
53 H -1.55 0.89 -1.51
54 H -0.19 1.92 -1.23
55 H -1.39 1.81 -0.01
56 H 0.64 -0.20 -0.97
57 H -0.45 0.48 1.81
58 H 1.09 1.01 1.39
59 H 0.85 -0.74 1.65
60 H -0.68 -1.73 0.38

Entry ii
Molecular formula: C15H40O5
Method: DFT, ωB97M-V with the def2-TZVPD basis set

The SMILES is CC(C)O.CC(C)O.CC(C)O.CC(C)O.CC(C)O. For the HOMO energy, the calculation gives -9.8 eV. The gap between HOMO and LUMO comes out at 10.38 eV.

Element x y z (Å)
1 C -0.24 -8.73 -0.40
2 C 1.00 -8.52 -1.20
3 C 0.87 -7.89 -2.54
4 O 1.87 -7.71 -0.38
5 H -0.93 -9.44 -0.86
6 H -0.71 -7.76 -0.26
7 H -0.03 -9.11 0.60
8 H 1.37 -9.54 -1.28
9 H 1.83 -7.99 -3.04
10 H 0.64 -6.83 -2.58
11 H 0.09 -8.33 -3.17
12 H 2.72 -7.59 -0.81
13 C 2.26 -1.01 2.19
14 C 1.41 -1.14 0.94
15 C 2.21 -1.05 -0.39
16 O 0.83 -2.42 0.98
17 H 3.28 -1.31 1.95
18 H 1.86 -1.58 3.03
19 H 2.45 0.03 2.48
20 H 0.73 -0.29 0.86
21 H 1.54 -1.03 -1.25
22 H 2.86 -1.92 -0.46
23 H 2.85 -0.20 -0.64
24 H 1.46 -3.08 0.69
25 C 2.07 7.22 3.38
26 C 1.89 8.52 2.69
27 C 0.71 8.51 1.81
28 O 1.83 9.56 3.62
29 H 2.89 7.36 4.08
30 H 2.25 6.40 2.69
31 H 1.22 6.88 3.97
32 H 2.81 8.77 2.15
33 H 0.76 7.66 1.13
34 H 0.66 9.31 1.07
35 H -0.24 8.34 2.31
36 H 0.94 9.58 3.98
37 C -0.16 0.38 -7.72
38 C -0.50 1.64 -6.98
39 C 0.72 2.46 -6.61
40 O -1.27 2.48 -7.74
41 H 0.58 0.50 -8.52
42 H -1.06 -0.02 -8.18
43 H 0.30 -0.25 -6.96
44 H -1.02 1.41 -6.06
45 H 0.70 3.34 -5.96
46 H 1.28 2.95 -7.40
47 H 1.41 1.82 -6.06
48 H -2.18 2.16 -7.74
49 C -3.38 0.22 5.81
50 C -4.45 -0.64 5.21
51 C -4.76 0.02 3.85
52 O -3.72 -1.81 5.03
53 H -3.71 1.24 6.00
54 H -2.47 0.22 5.21
55 H -3.12 -0.20 6.78
56 H -5.32 -0.73 5.86
57 H -5.44 0.84 4.10
58 H -5.24 -0.69 3.18
59 H -3.90 0.54 3.42
60 H -3.29 -1.59 4.20

Most stable to least stable: entry i, entry ii

Entry i
Molecular formula: C3H8N4O
Method: DFT, ωB97M-V with the def2-TZVPD basis set

The SMILES is [H]/N=C(\N)CNNC=O. For the HOMO energy, the calculation gives -9.2 eV. The gap between HOMO and LUMO comes out at 10.13 eV.

Element x y z (Å)
1 C -1.41 -0.16 0.35
2 C -0.89 0.28 -0.97
3 C 1.95 0.60 0.21
4 H -0.06 -1.53 0.84
5 H -1.57 -1.71 1.61
6 H -2.62 0.32 1.77
7 H -1.50 0.06 -1.86
8 H -0.88 1.36 -0.90
9 H 0.62 -1.08 -0.95
10 H 2.06 1.13 -1.76
11 H 2.64 1.39 0.55
12 N -1.06 -1.46 0.80
13 N -2.20 0.69 0.97
14 N 0.46 -0.22 -1.34
15 N 1.52 0.68 -1.05
16 O 1.54 -0.26 0.94

Entry ii
Molecular formula: C3H8N4O
Method: DFT, ωB97M-V with the def2-TZVPD basis set

The SMILES is [H]/N=C/NOC/C(N)=N\[H]. For the HOMO energy, the calculation gives -9.5 eV. The gap between HOMO and LUMO comes out at 10.03 eV.

Element x y z (Å)
1 C -1.19 -0.48 0.89
2 C -0.04 0.31 1.40
3 C 1.57 0.18 -1.51
4 H -1.88 -1.82 -0.31
5 H -0.59 -0.97 -0.77
6 H -2.34 0.54 2.05
7 H -0.60 0.88 2.22
8 H 0.73 -0.26 1.91
9 H 2.55 0.68 0.18
10 H 2.58 0.04 -1.82
11 H 0.83 -0.08 -3.23
12 N -0.96 -1.46 -0.03
13 N -2.37 -0.13 1.28
14 N 1.59 0.43 -0.22
15 N 0.54 -0.13 -2.24
16 O 0.65 1.25 0.44

Entry iii
Molecular formula: C3H8N4O
Method: DFT, ωB97M-V with the def2-TZVPD basis set

The SMILES is [H]/N=C(/NN)C(=O)NC. For the HOMO energy, the calculation gives -8.9 eV. The gap between HOMO and LUMO comes out at 9.68 eV.

Element x y z (Å)
1 C -1.58 -0.92 2.04
2 N 1.60 0.04 -0.80
3 N -0.95 -0.10 1.04
4 C -0.64 -0.58 -0.23
5 C 0.31 0.46 -0.78
6 N 2.58 0.71 -1.58
7 N -0.02 1.58 -1.29
8 O -0.96 -1.65 -0.69
9 H 1.91 -0.85 -0.42
10 H -0.86 0.88 1.26
11 H 2.58 0.34 -2.53
12 H 2.27 1.68 -1.64
13 H -1.00 1.81 -1.22
14 H -0.96 -0.99 2.93
15 H -1.73 -1.91 1.61
16 H -2.55 -0.50 2.32

Entry iv
Molecular formula: C3H8N4O
Method: DFT, ωB97M-V with the def2-TZVPD basis set

The SMILES is CN(C=O)/N=C/NN. For the HOMO energy, the calculation gives -8.6 eV. The gap between HOMO and LUMO comes out at 9.34 eV.

Element x y z (Å)
1 C -1.74 1.36 0.26
2 C -1.85 -0.97 -0.34
3 C 0.93 -0.75 0.36
4 H -2.85 1.23 -0.32
5 H -1.02 2.24 -0.20
6 H -1.82 1.42 1.47
7 H -1.27 -1.75 -0.85
8 H 0.46 -1.36 1.00
9 H 2.83 -1.27 1.03
10 H 2.24 1.20 -0.41
11 H 2.94 -0.05 -1.39
12 N -1.14 0.13 -0.06
13 N 0.26 0.06 -0.38
14 N 2.26 -0.75 0.31
15 N 2.86 0.27 -0.39
16 O -3.08 -0.99 -0.11

Most stable to least stable: entry iii, entry i, entry ii, entry iv

Entry i
Molecular formula: C3H8N4O
Method: DFT, ωB97M-V with the def2-TZVPD basis set

For the HOMO energy, the calculation gives -8.7 eV. The gap between HOMO and LUMO comes out at 7.76 eV.

Element x y z (Å)
1 C -0.05 -0.92 0.23
2 C 1.20 0.01 0.49
3 C 1.64 0.93 -0.35
4 H -1.19 -2.85 -0.61
5 H -3.56 -1.25 0.56
6 H -1.09 0.43 -0.73
7 H 2.11 -0.79 0.27
8 H 1.27 0.17 1.74
9 H 2.36 0.73 -1.06
10 H -0.37 3.20 -0.02
11 H 0.07 1.84 1.13
12 N -2.15 -1.49 -0.71
13 N -1.45 -0.52 0.24
14 N 1.02 2.06 -0.51
15 N -0.10 2.16 0.15
16 O 0.30 -2.12 0.28

Entry ii
Molecular formula: C3H8N4O
Method: DFT, ωB97M-V with the def2-TZVPD basis set

For the HOMO energy (alpha / beta), the calculation gives -8.6 / -8.6 eV. The gap between HOMO and LUMO (alpha / beta) comes out at 7.91 / 7.90 eV.

Element x y z (Å)
1 C 1.59 0.47 -1.42
2 N 0.62 -0.23 -0.58
3 C -1.53 0.00 0.22
4 N 1.15 -1.44 -0.08
5 N -2.53 0.16 1.10
6 C -0.05 0.69 0.59
7 N -1.31 -0.60 -0.84
8 O 0.36 0.58 1.76
9 H 0.38 -2.07 0.13
10 H 1.59 -1.26 0.82
11 H -2.24 0.45 2.03
12 H -3.36 -0.40 1.01
13 H -0.17 1.70 0.14
14 H 1.91 -0.19 -2.22
15 H 1.12 1.36 -1.85
16 H 2.47 0.77 -0.83

Entry iii
Molecular formula: C3H8N4O
Method: DFT, ωB97M-V with the def2-TZVPD basis set

For the HOMO energy (alpha / beta), the calculation gives -6.7 / -7.4 eV. The gap between HOMO and LUMO (alpha / beta) comes out at 6.80 / 7.76 eV.

Element x y z (Å)
1 C -1.10 0.51 -0.18
2 C 1.21 -0.30 0.24
3 N -1.89 0.67 0.93
4 N 0.74 -1.60 0.01
5 C 0.25 0.91 -0.29
6 O -1.59 -0.31 -1.14
7 N 2.14 -0.10 1.09
8 N 1.12 0.79 -1.41
9 H -2.51 -0.53 -0.96
10 H -1.55 1.36 1.59
11 H -2.15 -0.19 1.41
12 H 1.48 -2.27 0.16
13 H 0.27 -1.74 -0.87
14 H 2.44 0.86 1.17
15 H 0.70 0.17 -2.09
16 H 0.46 1.76 0.35

Entry iv
Molecular formula: C3H8N4O
Method: DFT, ωB97M-V with the def2-TZVPD basis set

The SMILES is N/N=C\[C@@H](O)/C=N/N. For the HOMO energy, the calculation gives -8.9 eV. The gap between HOMO and LUMO comes out at 9.63 eV.

Element x y z (Å)
1 C 1.12 0.31 0.59
2 C -0.21 0.37 1.34
3 C -1.34 0.98 0.58
4 H 3.08 -0.11 -0.81
5 H 1.91 -0.89 -2.21
6 H 2.01 0.15 1.32
7 H -0.04 0.97 2.25
8 H -1.11 -1.41 1.09
9 H -2.06 1.84 1.05
10 H -0.51 -0.46 -1.31
11 H -1.87 -0.75 -2.05
12 N 2.08 -0.09 -1.42
13 N 1.00 0.02 -0.66
14 N -1.89 0.58 -0.47
15 N -1.52 -0.64 -1.07
16 O -0.65 -0.86 1.78

Most stable to least stable: entry iii, entry ii, entry iv, entry i

Entry i
Molecular formula: C3H8N4O
Method: DFT, ωB97M-V with the def2-TZVPD basis set

The SMILES is [H]/N=C(\NN)NC(C)=O. For the HOMO energy, the calculation gives -8.8 eV. The gap between HOMO and LUMO comes out at 9.54 eV.

Element x y z (Å)
1 C 1.66 -1.14 -1.96
2 C 0.54 -0.75 -1.04
3 C 0.20 0.73 1.06
4 H 1.35 -1.17 -3.00
5 H 2.01 -2.18 -1.80
6 H 2.60 -0.56 -1.86
7 H 1.99 0.16 0.14
8 H 0.08 1.58 2.73
9 H -1.40 -0.53 1.80
10 H -2.04 -0.02 -0.60
11 H -2.79 1.25 0.59
12 N 0.96 0.20 -0.04
13 N 0.77 1.52 1.95
14 N -1.20 0.27 1.19
15 N -2.18 0.51 0.23
16 O -0.59 -1.13 -1.21

Entry ii
Molecular formula: C3H8N4O
Method: DFT, ωB97M-V with the def2-TZVPD basis set

For the HOMO energy, the calculation gives -8.4 eV. The gap between HOMO and LUMO comes out at 9.26 eV.

Element x y z (Å)
1 C -1.97 0.33 -0.75
2 C -0.77 1.04 -0.11
3 C 1.44 0.59 0.31
4 H -0.55 -1.34 0.59
5 H -2.01 -2.20 1.19
6 H -2.56 0.93 -1.40
7 H -1.00 2.41 -0.13
8 H -1.03 0.89 1.06
9 H 1.46 1.43 1.01
10 H 3.65 -0.09 0.47
11 H 1.69 -0.78 -1.29
12 N -1.61 -1.29 0.58
13 N -2.33 -0.94 -0.49
14 N 0.43 0.44 -0.37
15 N 2.58 -0.29 0.21
16 O 2.59 -1.12 -0.87

Entry iii
Molecular formula: C3H8N4O
Method: DFT, ωB97M-V with the def2-TZVPD basis set

For the HOMO energy, the calculation gives -8.7 eV. The gap between HOMO and LUMO comes out at 9.25 eV.

Element x y z (Å)
1 C -2.80 -0.39 0.42
2 C -1.54 -0.92 0.05
3 C 1.95 0.26 0.04
4 H -1.30 1.60 -0.17
5 H -2.85 0.94 -1.44
6 H -3.78 -1.15 0.04
7 H -2.94 0.00 1.69
8 H -1.23 -2.07 0.38
9 H 0.84 -1.62 0.07
10 H 3.23 -1.43 -0.29
11 H 3.83 0.10 -0.28
12 N -2.67 1.12 -0.12
13 N -0.60 -0.14 -0.41
14 N 0.73 -0.66 -0.41
15 N 3.17 -0.49 0.22
16 O 1.76 1.40 0.25

Entry iv
Molecular formula: C3H8N4O
Method: DFT, ωB97M-V with the def2-TZVPD basis set

For the HOMO energy, the calculation gives -8.3 eV. The gap between HOMO and LUMO comes out at 8.54 eV.

Element x y z (Å)
1 C 0.46 1.83 0.44
2 C 0.45 -0.35 -0.42
3 C -0.86 -0.77 -0.19
4 H 1.59 2.76 0.28
5 H 0.48 1.25 1.54
6 H -0.74 2.21 0.10
7 H -1.41 -1.47 0.68
8 H -3.67 -0.42 -0.87
9 H -2.86 -1.59 0.53
10 H 3.54 -1.79 0.39
11 H 3.25 -0.33 -1.04
12 N -1.83 0.00 -0.63
13 N -3.04 -0.41 0.15
14 N 1.35 -1.07 0.03
15 N 2.71 -0.80 -0.09
16 O 0.59 0.97 -0.89

Most stable to least stable: entry i, entry ii, entry iii, entry iv